1.
168
Properties=species:S:1:pos:R:3:mulliken_charge:R:1 method="wB97M-V/def2-TZVPD" energy_ev=-80519.99398 lumo_energy_ha=-0.0019 homo_lumo_gap_ha=0.4011
C -17.602 -11.887 10.937 -0.7800
C -17.912 -11.170 12.222 -0.4503
C -16.922 -10.094 12.675 -0.5338
C -17.244 -9.603 14.030 0.1512
N -17.512 -9.236 15.113 -0.4337
H -16.546 -12.142 10.841 0.3944
H -17.834 -11.223 10.105 0.5365
H -18.215 -12.786 10.864 -0.2471
H -18.032 -11.922 13.001 0.2626
H -18.929 -10.787 12.135 0.4088
H -16.850 -9.237 12.005 0.3403
H -15.903 -10.479 12.665 0.3379
C -13.643 -12.917 3.217 -1.2270
C -14.841 -13.753 2.639 -0.5661
C -15.798 -14.189 3.815 -0.3112
C -16.467 -13.027 4.398 0.1678
N -17.040 -12.126 4.860 -0.5293
H -13.146 -13.422 4.046 0.2961
H -13.935 -11.914 3.525 0.3246
H -12.860 -12.660 2.503 0.3956
H -14.424 -14.616 2.119 0.3995
H -15.454 -13.297 1.862 0.2977
H -15.252 -14.675 4.624 0.3669
H -16.552 -14.915 3.512 0.3988
C -20.425 -12.993 8.288 -0.3563
C -20.649 -12.955 6.755 0.6213
C -20.340 -11.561 6.111 1.0754
C -21.093 -10.391 6.624 -0.0441
N -21.677 -9.471 7.008 -0.4201
H -21.016 -12.255 8.830 0.1540
H -19.403 -12.840 8.636 0.2095
H -20.683 -13.995 8.630 -0.3547
H -21.658 -13.271 6.493 -0.7882
H -19.981 -13.686 6.299 0.5926
H -20.534 -11.719 5.050 -1.3300
H -19.284 -11.309 6.209 0.5761
C -24.509 -13.021 7.059 -0.1817
C -25.132 -11.799 6.342 1.1844
C -26.395 -12.148 5.543 -0.7580
C -26.208 -13.301 4.692 0.2386
N -26.042 -14.220 3.969 -0.5720
H -23.577 -12.739 7.549 -0.2162
H -24.274 -13.798 6.331 -0.5974
H -25.049 -13.467 7.894 0.6010
H -24.340 -11.410 5.701 -0.8398
H -25.384 -11.053 7.095 0.1422
H -26.684 -11.413 4.791 0.3805
H -27.260 -12.282 6.193 0.4482
C -26.045 -8.599 10.703 -1.3870
C -25.278 -9.823 10.202 -0.2204
C -24.004 -9.538 9.344 1.9841
C -23.001 -8.626 9.936 -0.2104
N -22.215 -7.942 10.467 -0.7135
H -26.363 -8.052 9.816 0.3195
H -25.452 -7.926 11.323 0.3021
H -26.978 -8.825 11.218 0.4155
H -25.834 -10.596 9.671 0.4145
H -24.840 -10.358 11.045 0.1937
H -24.248 -8.948 8.460 -0.4970
H -23.487 -10.412 8.946 -0.4587
C -21.666 -17.584 9.444 -1.2259
C -22.509 -16.354 9.127 1.7238
C -23.925 -16.321 9.774 0.3721
C -23.930 -16.370 11.215 -0.0351
N -23.944 -16.429 12.373 -0.5108
H -20.724 -17.469 8.908 0.0759
H -22.091 -18.505 9.045 0.4047
H -21.430 -17.745 10.496 0.3572
H -22.467 -16.288 8.040 -0.2900
H -21.927 -15.509 9.494 -1.0288
H -24.560 -17.102 9.356 0.5239
H -24.348 -15.383 9.414 -0.2779
C -16.949 -15.039 7.286 -0.4597
C -17.446 -16.437 7.662 0.1816
C -17.028 -17.544 6.708 -0.5506
C -15.662 -17.673 6.291 0.1322
N -14.546 -17.791 6.020 -0.4911
H -17.468 -14.637 6.416 -0.1229
H -15.882 -14.951 7.079 0.4662
H -17.187 -14.397 8.133 -0.0264
H -18.524 -16.564 7.762 -0.0820
H -16.999 -16.688 8.624 0.2044
H -17.648 -17.453 5.816 0.2582
H -17.356 -18.501 7.114 0.4438
C -23.437 -6.609 2.889 -1.3183
C -22.582 -7.694 3.637 -0.6627
C -23.398 -8.826 4.280 2.1848
C -24.355 -8.348 5.252 -0.1987
N -25.166 -8.053 6.020 -0.5771
H -24.115 -6.060 3.543 0.3351
H -24.015 -7.048 2.075 0.3231
H -22.715 -5.890 2.502 0.4148
H -22.004 -7.205 4.421 0.3856
H -21.843 -8.157 2.983 0.3142
H -22.756 -9.577 4.740 -1.2657
H -23.864 -9.377 3.463 -0.0699
C -15.554 -14.950 12.081 -0.5904
C -16.291 -16.018 12.942 -0.6568
C -17.831 -15.808 12.941 -0.4941
C -18.458 -15.558 11.664 0.1641
N -18.991 -15.370 10.670 -0.0814
H -15.866 -13.944 12.361 0.0712
H -15.840 -15.070 11.036 0.0281
H -14.468 -15.040 12.122 0.4051
H -15.961 -15.974 13.980 0.3382
H -16.091 -17.012 12.542 0.3370
H -18.057 -14.905 13.507 0.1442
H -18.253 -16.679 13.443 0.4209
C -23.922 -10.590 0.288 -1.1066
C -24.057 -12.118 0.321 -0.5732
C -24.456 -12.680 1.634 -0.6824
C -23.599 -12.366 2.769 -0.2597
N -22.933 -12.079 3.666 0.3244
H -23.194 -10.222 1.011 0.0912
H -24.878 -10.067 0.315 0.3926
H -23.467 -10.266 -0.648 0.4299
H -23.140 -12.553 -0.077 0.3135
H -24.806 -12.403 -0.417 0.4110
H -24.469 -13.769 1.580 0.3454
H -25.467 -12.335 1.850 0.4156
C -23.196 -17.889 4.977 -1.6005
C -23.694 -16.492 4.894 -0.6084
C -22.689 -15.450 4.407 2.1510
C -22.333 -15.568 3.005 -0.0931
N -22.025 -15.651 1.849 -0.6519
H -23.076 -18.368 4.005 0.4202
H -23.943 -18.508 5.473 0.4160
H -22.273 -17.967 5.551 0.3134
H -24.070 -16.135 5.853 0.3346
H -24.533 -16.381 4.207 0.5238
H -21.782 -15.585 4.997 0.2306
H -23.105 -14.462 4.604 -1.3537
C -22.826 -12.865 11.235 -0.9494
C -21.694 -13.492 12.076 0.7251
C -21.572 -12.960 13.458 -0.2907
C -22.797 -13.184 14.228 -0.0797
N -23.768 -13.317 14.844 -0.4899
H -22.773 -13.226 10.208 -0.3079
H -22.685 -11.785 11.197 0.4697
H -23.842 -13.042 11.589 0.5751
H -20.781 -13.308 11.511 -0.6004
H -21.771 -14.579 12.091 0.2644
H -21.210 -11.933 13.416 0.3756
H -20.875 -13.579 14.022 0.1979
C -20.087 -10.740 0.623 -1.3403
C -19.888 -11.170 2.063 0.6951
C -19.910 -12.723 2.179 1.1008
C -18.754 -13.479 1.614 -0.2930
N -17.839 -14.083 1.167 -0.6415
H -19.218 -11.096 0.070 0.4297
H -20.170 -9.656 0.545 0.3909
H -21.029 -11.157 0.264 0.2047
H -20.708 -10.860 2.710 -0.5255
H -18.972 -10.750 2.479 0.4560
H -20.753 -13.041 1.566 -0.0801
H -20.040 -13.049 3.211 -0.3344
C -24.369 -4.105 8.753 -1.4441
C -24.290 -5.554 8.253 0.1683
C -22.879 -5.951 7.724 0.5622
C -22.219 -5.083 6.704 0.0131
N -21.720 -4.407 5.920 -0.5406
H -25.378 -3.883 9.100 0.3965
H -24.053 -3.413 7.973 0.3483
H -23.663 -3.837 9.540 0.3576
H -25.028 -5.643 7.456 0.3054
H -24.580 -6.300 8.993 -0.0468
H -22.850 -6.980 7.366 -0.5119
H -22.229 -5.889 8.597 0.3540


2.
41
Properties=species:S:1:pos:R:3:mulliken_charge:R:1 method="wB97M-V/def2-TZVPD" smiles="CN(c1ccccc1)S(=O)(=O)c1ccc(NC(=O)C2CC2)cc1" energy_ev=-37878.25470 lumo_energy_ha=0.0144 homo_lumo_gap_ha=0.3390
C 1.566 1.146 2.466 -1.0948
N 2.532 0.637 1.521 0.0584
C 2.594 -0.747 1.288 0.0203
C 1.519 -1.596 1.542 0.0146
C 1.632 -2.953 1.298 -0.7820
C 2.806 -3.481 0.792 -0.4381
C 3.879 -2.640 0.542 -0.7277
C 3.781 -1.285 0.795 -0.1162
S 2.690 1.620 0.159 1.2984
O 3.804 1.176 -0.618 -0.6872
O 2.667 2.977 0.615 -0.7079
C 1.174 1.255 -0.715 -0.0094
C 0.078 2.083 -0.567 -0.6849
C -1.127 1.745 -1.155 -0.0843
C -1.241 0.555 -1.876 0.4288
N -2.422 0.154 -2.492 -0.1453
C -3.745 0.337 -2.171 0.1530
O -4.594 -0.107 -2.911 -0.6287
C -4.069 1.039 -0.886 0.0088
C -4.975 0.334 0.082 -0.7290
C -3.527 0.527 0.415 -0.4083
C -0.114 -0.257 -2.035 -0.8113
C 1.089 0.088 -1.452 -0.6038
H 1.806 2.196 2.622 0.3608
H 1.664 0.605 3.405 0.4126
H 0.533 1.071 2.104 0.3695
H 0.592 -1.203 1.931 0.3817
H 0.791 -3.600 1.502 0.3828
H 2.888 -4.540 0.601 0.4050
H 4.803 -3.043 0.156 0.3978
H 4.610 -0.625 0.601 0.4775
H 0.192 2.999 -0.010 0.5250
H -1.967 2.412 -1.072 0.4167
H -2.302 -0.466 -3.286 0.2346
H -4.216 2.106 -1.005 0.4600
H -5.712 0.918 0.610 0.2701
H -5.312 -0.656 -0.183 0.2503
H -3.262 1.244 1.178 0.2424
H -2.879 -0.336 0.390 0.2086
H -0.191 -1.165 -2.615 0.3729
H 1.967 -0.526 -1.567 0.5084


What did the second record say?
41
Properties=species:S:1:pos:R:3:mulliken_charge:R:1 method="wB97M-V/def2-TZVPD" smiles="CN(c1ccccc1)S(=O)(=O)c1ccc(NC(=O)C2CC2)cc1" energy_ev=-37878.25470 lumo_energy_ha=0.0144 homo_lumo_gap_ha=0.3390
C 1.566 1.146 2.466 -1.0948
N 2.532 0.637 1.521 0.0584
C 2.594 -0.747 1.288 0.0203
C 1.519 -1.596 1.542 0.0146
C 1.632 -2.953 1.298 -0.7820
C 2.806 -3.481 0.792 -0.4381
C 3.879 -2.640 0.542 -0.7277
C 3.781 -1.285 0.795 -0.1162
S 2.690 1.620 0.159 1.2984
O 3.804 1.176 -0.618 -0.6872
O 2.667 2.977 0.615 -0.7079
C 1.174 1.255 -0.715 -0.0094
C 0.078 2.083 -0.567 -0.6849
C -1.127 1.745 -1.155 -0.0843
C -1.241 0.555 -1.876 0.4288
N -2.422 0.154 -2.492 -0.1453
C -3.745 0.337 -2.171 0.1530
O -4.594 -0.107 -2.911 -0.6287
C -4.069 1.039 -0.886 0.0088
C -4.975 0.334 0.082 -0.7290
C -3.527 0.527 0.415 -0.4083
C -0.114 -0.257 -2.035 -0.8113
C 1.089 0.088 -1.452 -0.6038
H 1.806 2.196 2.622 0.3608
H 1.664 0.605 3.405 0.4126
H 0.533 1.071 2.104 0.3695
H 0.592 -1.203 1.931 0.3817
H 0.791 -3.600 1.502 0.3828
H 2.888 -4.540 0.601 0.4050
H 4.803 -3.043 0.156 0.3978
H 4.610 -0.625 0.601 0.4775
H 0.192 2.999 -0.010 0.5250
H -1.967 2.412 -1.072 0.4167
H -2.302 -0.466 -3.286 0.2346
H -4.216 2.106 -1.005 0.4600
H -5.712 0.918 0.610 0.2701
H -5.312 -0.656 -0.183 0.2503
H -3.262 1.244 1.178 0.2424
H -2.879 -0.336 0.390 0.2086
H -0.191 -1.165 -2.615 0.3729
H 1.967 -0.526 -1.567 0.5084